No. 1
One molecule with the formula C5H4N2S, computed with the ωB97M-V functional and the def2-TZVPD basis.

Frontier orbital gap ... 7.00 eV
Electronic energy ... -700.5679 hartree
Spin multiplicity ... 1
Molar mass ... 124.17 u
E_LUMO ... -1.899 eV
HOMO level ... -8.9 eV
F_max ... 1.69 eV/Å

CARTESIAN COORDINATES (ANGSTROEM)
C  1.73  -1.23  -0.64
C  0.55  -0.57  -0.57
C  -0.35  -0.64  -1.72
N  -1.49  -0.05  -1.76
C  -1.83  0.69  -0.62
N  -1.15  0.84  0.48
C  0.10  0.23  0.59
S  0.98  0.41  1.95
H  2.43  -1.22  0.19
H  1.98  -1.79  -1.49
H  -0.04  -1.21  -2.58
H  -2.79  1.20  -0.63


No. 2
An isolated ion of composition C5H4NO and charge +1, computed with the ωB97M-V functional and the def2-TZVPD basis.

Frontier orbital gap ... 8.72 eV
Electronic energy ... -322.4991 hartree
Spin multiplicity ... 1
Molar mass ... 94.09 u
E_LUMO ... -6.822 eV
Charge ... +1
HOMO level ... -15.5 eV
F_max ... 6.06 eV/Å

CARTESIAN COORDINATES (ANGSTROEM)
O  -2.52  1.24  0.03
C  -1.52  0.66  0.01
C  -1.44  -1.08  0.02
N  -0.40  -1.68  0.00
C  0.88  -1.33  0.00
C  1.07  0.00  -0.06
C  0.00  0.99  -0.04
H  1.70  -2.18  -0.06
H  2.14  0.20  0.14
H  0.09  1.60  0.80
H  -0.01  1.58  -0.85


No. 3
An isolated ion of composition C5H4NO2S and charge -1, computed with the ωB97M-V functional and the def2-TZVPD basis.

Frontier orbital gap ... 7.09 eV
Electronic energy ... -796.3894 hartree
Spin multiplicity ... 1
Molar mass ... 142.16 u
E_LUMO ... 3.282 eV
Charge ... -1
HOMO level ... -3.8 eV
F_max ... 4.10 eV/Å

CARTESIAN COORDINATES (ANGSTROEM)
C  1.90  -0.87  -0.56
C  0.68  -0.55  0.26
O  -0.02  -1.45  0.75
C  0.44  0.88  0.41
C  -0.88  1.38  0.50
O  -1.16  2.63  0.57
N  -1.91  0.48  0.38
C  -2.78  -0.23  0.08
S  -3.93  -1.22  -0.24
H  2.60  -0.05  -0.34
H  1.50  -0.69  -1.55
H  2.28  -1.96  -0.45
H  1.28  1.66  0.20


No. 4
One molecule with the formula C5H4O, computed with the ωB97M-V functional and the def2-TZVPD basis.

Frontier orbital gap ... 9.10 eV
Electronic energy ... -268.0377 hartree
Spin multiplicity ... 1
Molar mass ... 80.09 u
E_LUMO ... -0.565 eV
HOMO level ... -9.7 eV
F_max ... 4.40 eV/Å

CARTESIAN COORDINATES (ANGSTROEM)
C  -2.36  0.20  0.20
C  -1.27  -0.59  -0.18
C  0.09  -0.16  -0.24
C  1.29  -0.05  -0.25
C  2.72  0.32  -0.09
O  3.61  -0.50  0.26
H  -3.37  -0.26  0.46
H  -2.21  1.26  0.36
H  -1.39  -1.71  -0.18
H  2.89  1.48  -0.34


No. 5
One molecule with the formula C5H4O2, computed with the ωB97M-V functional and the def2-TZVPD basis.

Frontier orbital gap ... 8.57 eV
Electronic energy ... -343.1989 hartree
Spin multiplicity ... 1
Molar mass ... 96.08 u
E_LUMO ... 0.133 eV
HOMO level ... -8.4 eV
F_max ... 7.19 eV/Å

CARTESIAN COORDINATES (ANGSTROEM)
C  -2.25  2.03  -0.49
C  -1.47  1.04  -0.06
C  -0.27  0.23  -0.11
C  0.45  -0.36  -1.10
O  1.49  -0.99  -0.50
C  1.08  -1.21  0.93
O  0.38  -0.11  1.12
H  -3.31  2.37  -0.49
H  0.15  -0.52  -2.20
H  2.27  -1.27  1.41
H  0.70  -2.24  1.28


No. 6
C5H4O2 as an isolated structure, computed with the ωB97M-V functional and the def2-TZVPD basis.

Frontier orbital gap (alpha / beta) ... 6.99 / 6.99 eV
Electronic energy ... -343.2000 hartree
Spin multiplicity ... 1
Molar mass ... 96.08 u
E_LUMO (alpha / beta) ... -0.670 / -0.670 eV
HOMO level (alpha / beta) ... -7.7 / -7.7 eV
F_max ... 5.20 eV/Å

CARTESIAN COORDINATES (ANGSTROEM)
C  -1.07  0.04  0.13
C  -0.39  -1.13  0.35
C  -2.39  0.23  -0.05
C  0.22  0.79  0.02
C  1.00  -0.49  0.42
O  -3.54  0.30  -0.11
O  2.04  -0.76  -0.45
H  0.52  1.05  -1.05
H  0.27  1.78  0.56
H  1.50  -0.62  1.41
H  1.84  -1.17  -1.25


No. 7
C5H4O2 as an isolated structure, computed with the ωB97M-V functional and the def2-TZVPD basis.

Frontier orbital gap ... 7.63 eV
Electronic energy ... -343.2472 hartree
Spin multiplicity ... 1
Molar mass ... 96.08 u
E_LUMO ... -1.241 eV
HOMO level ... -8.9 eV
F_max ... 0.65 eV/Å

CARTESIAN COORDINATES (ANGSTROEM)
O  -0.49  2.29  -0.53
C  -0.29  1.15  -0.19
C  -1.23  -0.04  -0.20
C  -0.44  -1.31  0.09
C  0.87  -0.89  0.37
C  1.07  0.61  0.32
O  2.04  1.25  0.61
H  -1.94  0.06  0.64
H  -1.86  -0.09  -1.10
H  0.61  -1.45  -0.72
H  1.66  -1.56  0.72


No. 8
C5H4O2 as an isolated structure, computed with the ωB97M-V functional and the def2-TZVPD basis.

Frontier orbital gap ... 8.56 eV
Electronic energy ... -343.2855 hartree
Spin multiplicity ... 1
Molar mass ... 96.08 u
E_LUMO ... -0.725 eV
HOMO level ... -9.3 eV
F_max ... 1.76 eV/Å

CARTESIAN COORDINATES (ANGSTROEM)
O  -0.28  1.24  -1.50
C  -0.25  0.93  -0.33
C  -1.26  -0.09  0.24
C  -0.18  -0.99  -0.24
C  1.02  -0.74  0.39
C  1.01  0.75  0.58
O  1.83  1.54  0.96
H  -1.40  -0.08  1.32
H  -2.19  -0.11  -0.32
H  -0.24  -1.16  -1.33
H  1.95  -1.27  0.21


No. 9
One molecule with the formula C5H4O2, computed with the ωB97M-V functional and the def2-TZVPD basis.

Frontier orbital gap ... 8.76 eV
Electronic energy ... -343.3386 hartree
Spin multiplicity ... 1
Molar mass ... 96.08 u
E_LUMO ... -0.626 eV
HOMO level ... -9.4 eV
F_max ... 2.08 eV/Å

CARTESIAN COORDINATES (ANGSTROEM)
O  -0.18  -1.31  2.15
C  -0.22  -0.60  1.18
C  -1.17  -0.64  0.06
C  -0.61  -0.06  -1.00
C  0.49  0.92  -0.66
C  0.92  0.36  0.71
O  1.94  0.56  1.30
H  -1.95  -1.39  -0.06
H  -0.65  -0.78  -1.79
H  0.13  1.95  -0.50
H  1.30  0.98  -1.38